48
Properties=species:S:1:pos:R:3:nbo_charge:R:1 method="wB97M-V/def2-TZVPD" e_above_lowest_ev=0.066 lumo_energy_ev=-2.56 total_charge=+1
C 5.00 4.02 -0.82 -0.63
C 5.29 2.85 0.10 -0.21
N 4.31 1.74 -0.06 -0.34
C 4.72 0.52 0.68 -0.22
C 3.91 -0.69 0.21 -0.44
C 2.45 -0.34 0.16 0.00
C 2.03 0.95 0.23 -0.30
S 0.29 1.12 0.13 0.56
C 0.16 -0.59 0.00 0.10
N -1.07 -1.16 -0.11 -0.62
C -2.18 -0.36 -0.14 0.71
O -2.04 0.84 -0.06 -0.58
C -3.49 -1.09 -0.27 -0.54
C -4.66 -0.15 -0.11 0.07
C -5.08 0.62 -1.19 -0.23
C -6.13 1.51 -1.04 -0.19
C -6.77 1.64 0.18 -0.21
C -6.35 0.87 1.26 -0.20
C -5.30 -0.01 1.11 -0.24
C 1.37 -1.25 0.02 -0.28
C 1.41 -2.71 -0.10 0.79
O 0.41 -3.39 -0.20 -0.63
O 2.64 -3.22 -0.10 -0.51
C 2.73 -4.64 -0.22 -0.26
C 2.94 2.13 0.36 -0.24
H 4.10 4.56 -0.53 0.23
H 5.83 4.73 -0.76 0.26
H 4.92 3.70 -1.85 0.22
H 6.29 2.45 -0.12 0.23
H 5.28 3.17 1.15 0.23
H 4.27 1.50 -1.05 0.43
H 5.79 0.34 0.51 0.23
H 4.56 0.69 1.74 0.23
H 4.08 -1.52 0.89 0.27
H 4.24 -1.02 -0.78 0.23
H -1.08 -2.18 -0.18 0.46
H -3.51 -1.56 -1.25 0.25
H -3.53 -1.88 0.49 0.24
H -4.58 0.53 -2.14 0.21
H -6.45 2.10 -1.88 0.22
H -7.59 2.32 0.29 0.22
H -6.85 0.97 2.21 0.22
H -4.98 -0.61 1.95 0.21
H 2.21 -5.12 0.61 0.20
H 2.28 -4.97 -1.16 0.20
H 3.79 -4.88 -0.20 0.20
H 2.57 2.94 -0.27 0.24
H 2.98 2.48 1.39 0.23



47
Properties=species:S:1:pos:R:3:nbo_charge:R:1 method="wB97M-V/def2-TZVPD" e_above_lowest_ev=1.873 lumo_energy_ev=0.86
H -3.03 -2.90 -0.50 0.35
N -2.34 -2.61 0.18 -0.81
C -2.17 -1.35 0.26 0.60
N -2.76 -0.30 -0.43 -0.40
C -3.82 -0.43 -1.40 -0.20
C -5.20 -0.35 -0.75 -0.40
C -6.31 -0.48 -1.79 -0.61
C -2.25 0.90 0.04 0.12
C -2.52 2.21 -0.30 -0.25
C -1.81 3.20 0.37 -0.23
C -0.87 2.89 1.33 -0.23
C -0.60 1.57 1.68 -0.25
C -1.30 0.58 1.03 0.21
N -1.28 -0.79 1.16 -0.42
C -0.44 -1.58 2.00 -0.23
C 0.93 -1.83 1.36 -0.07
O 1.62 -0.61 1.33 -0.53
C 2.83 -0.54 0.69 0.35
C 3.51 -1.63 0.16 -0.29
C 4.74 -1.45 -0.45 -0.24
C 5.31 -0.19 -0.55 0.28
O 6.52 -0.13 -1.18 -0.50
C 7.15 1.13 -1.30 -0.25
C 4.62 0.90 -0.02 -0.28
C 3.40 0.72 0.59 -0.26
H -3.70 -1.39 -1.91 0.21
H -3.70 0.36 -2.15 0.21
H -5.29 -1.14 -0.01 0.21
H -5.29 0.61 -0.23 0.20
H -7.29 -0.42 -1.32 0.22
H -6.24 0.31 -2.53 0.20
H -6.24 -1.44 -2.30 0.20
H -3.26 2.46 -1.05 0.21
H -2.00 4.23 0.12 0.21
H -0.34 3.69 1.83 0.21
H 0.15 1.33 2.43 0.22
H -0.94 -2.54 2.15 0.25
H -0.30 -1.07 2.95 0.21
H 0.79 -2.23 0.35 0.19
H 1.48 -2.57 1.96 0.18
H 3.10 -2.63 0.22 0.22
H 5.27 -2.29 -0.86 0.22
H 8.08 0.94 -1.82 0.20
H 7.36 1.57 -0.33 0.17
H 6.54 1.82 -1.90 0.17
H 5.03 1.90 -0.08 0.22
H 2.86 1.56 0.99 0.22



48
Properties=species:S:1:pos:R:3:nbo_charge:R:1 method="wB97M-V/def2-TZVPD" e_above_lowest_ev=2.588 lumo_energy_ev=0.55
C -0.06 4.39 -0.52 -0.61
C -1.17 3.48 -1.02 -0.41
C -1.75 2.59 0.09 -0.40
C -0.88 1.38 0.46 -0.22
N -0.83 0.38 -0.59 -0.46
C -1.93 -0.57 -0.60 -0.24
C -1.88 -1.50 0.59 -0.03
C -2.83 -1.44 1.59 -0.21
C -2.75 -2.28 2.69 -0.17
C -1.70 -3.19 2.80 -0.15
C -1.67 -4.05 4.00 0.61
O -2.19 -3.78 5.07 -0.64
N -0.97 -5.21 3.88 -0.31
O -1.01 -6.08 4.97 -0.55
C -0.73 -3.24 1.80 -0.19
C -0.82 -2.40 0.71 -0.16
C 0.25 0.10 -1.40 0.80
O 0.29 -0.92 -2.05 -0.67
N 1.23 1.06 -1.42 -0.65
C 2.43 1.05 -2.12 0.25
C 3.18 2.22 -2.14 -0.28
C 4.39 2.27 -2.80 -0.19
C 4.88 1.15 -3.45 -0.24
C 4.14 -0.02 -3.43 -0.19
C 2.92 -0.08 -2.78 -0.28
H 0.38 4.94 -1.35 0.22
H -0.45 5.11 0.19 0.21
H 0.74 3.83 -0.02 0.18
H -1.97 4.10 -1.42 0.21
H -0.82 2.85 -1.84 0.20
H -2.73 2.22 -0.23 0.20
H -1.90 3.19 0.99 0.21
H 0.13 1.70 0.74 0.20
H -1.31 0.90 1.35 0.22
H -1.84 -1.15 -1.52 0.26
H -2.87 -0.02 -0.61 0.20
H -3.65 -0.74 1.52 0.21
H -3.48 -2.24 3.48 0.24
H -0.74 -5.68 3.02 0.40
H -1.51 -5.56 5.64 0.50
H 0.11 -3.91 1.88 0.21
H -0.07 -2.43 -0.07 0.23
H 1.02 1.95 -0.99 0.40
H 2.81 3.10 -1.63 0.20
H 4.96 3.19 -2.80 0.21
H 5.83 1.19 -3.97 0.21
H 4.51 -0.90 -3.94 0.21
H 2.35 -0.99 -2.77 0.25



50
Properties=species:S:1:pos:R:3:nbo_charge:R:1 method="wB97M-V/def2-TZVPD" e_above_lowest_ev=19.566 lumo_energy_ev=-1.71
C 0.51 -0.09 9.18 -0.26
O 0.00 0.31 7.84 -0.45
C 0.49 -0.03 6.81 0.34
C 1.62 -0.57 6.77 -0.33
C 2.13 -1.13 5.59 -0.12
C 1.39 -0.87 4.44 -0.12
C 2.32 -1.12 3.19 0.09
C 1.73 -0.84 1.80 -0.12
S 3.06 -1.70 0.48 0.18
C 1.81 -1.16 -0.74 0.01
S 2.27 -1.49 -2.27 -0.11
N 0.83 -0.62 -0.21 -0.47
C -0.10 -0.10 -1.17 -0.24
C -1.04 -0.97 -1.60 -0.52
C -2.08 -0.64 -2.49 0.64
O -3.13 -0.20 -2.17 -0.59
N -1.81 -0.51 -3.83 -0.47
C -0.29 -0.46 -4.56 -0.18
C 0.19 0.65 -5.19 -0.32
N -0.97 1.16 -5.97 -0.43
C -0.43 2.36 -6.77 -0.43
C -2.25 1.63 -5.34 -0.30
C -2.67 0.43 -4.83 -0.23
C 0.81 -0.43 1.05 0.48
O -0.15 0.36 1.58 -0.63
C 0.42 0.06 4.46 -0.15
C -0.08 0.36 5.73 -0.24
H 1.51 0.46 9.17 0.19
H 0.76 -1.04 9.32 0.18
H -0.03 0.31 10.12 0.22
H 2.09 -1.04 7.54 0.21
H 3.01 -1.66 5.40 0.21
H 3.01 -1.67 3.12 0.14
H -0.77 0.83 -0.56 0.28
H 0.53 0.51 -1.95 0.24
H -0.56 -2.14 -1.99 0.22
H -1.65 -1.44 -0.67 0.26
H 0.19 -1.05 -3.94 0.22
H -0.89 -1.23 -5.33 0.21
H 1.07 0.30 -5.55 0.25
H 0.12 1.28 -4.36 0.18
H 0.67 2.12 -7.30 0.19
H -1.05 2.89 -7.43 0.20
H -0.09 3.20 -6.09 0.16
H -2.90 2.00 -6.07 0.24
H -1.85 2.18 -4.65 0.19
H -3.75 0.24 -4.26 0.26
H -2.91 -0.46 -5.61 0.22
H 0.00 0.14 3.58 0.25
H -1.12 0.87 5.74 0.23



51
Properties=species:S:1:pos:R:3:nbo_charge:R:1 method="wB97M-V/def2-TZVPD" e_above_lowest_ev=0.447 lumo_energy_ev=0.48
C 4.26 2.47 2.01 -0.25
O 3.57 1.33 1.56 -0.51
C 3.10 1.32 0.27 0.28
C 3.25 2.35 -0.63 -0.29
C 2.75 2.23 -1.92 -0.23
C 2.09 1.08 -2.30 -0.24
C 1.92 0.04 -1.40 -0.18
C 2.43 0.15 -0.12 0.10
N 2.27 -0.87 0.81 -0.86
S 2.06 -2.49 0.42 2.32
O 2.44 -3.21 1.60 -0.93
O 2.74 -2.79 -0.81 -0.93
C 0.29 -2.64 0.18 -0.33
C -0.52 -1.57 0.44 -0.17
C -1.90 -1.68 0.26 0.11
N -2.68 -0.56 0.56 -0.63
C -3.98 -0.34 0.25 0.68
O -4.69 -1.13 -0.33 -0.62
C -4.57 0.99 0.73 -0.50
C -3.62 2.12 1.13 -0.24
N -2.79 2.60 0.05 -0.62
C -1.46 2.36 -0.02 0.70
C -0.77 3.02 -1.19 -0.72
O -0.89 1.67 0.80 -0.66
C -2.43 -2.89 -0.19 -0.16
C -1.59 -3.96 -0.43 -0.22
C -0.21 -3.87 -0.25 0.01
C 0.70 -5.02 -0.49 -0.65
H 5.16 2.66 1.43 0.18
H 4.54 2.25 3.04 0.20
H 3.62 3.36 1.99 0.18
H 3.77 3.26 -0.36 0.22
H 2.88 3.04 -2.62 0.21
H 1.69 0.98 -3.30 0.22
H 1.41 -0.86 -1.69 0.22
H 2.71 -0.71 1.70 0.44
H -0.10 -0.64 0.78 0.25
H -2.12 0.21 0.94 0.43
H -5.23 1.33 -0.07 0.23
H -5.20 0.75 1.58 0.24
H -4.23 2.96 1.50 0.21
H -2.96 1.81 1.94 0.23
H -3.24 3.13 -0.68 0.40
H 0.29 2.80 -1.15 0.26
H -0.92 4.10 -1.15 0.23
H -1.18 2.64 -2.12 0.23
H -3.49 -2.98 -0.34 0.25
H -2.01 -4.89 -0.77 0.22
H 1.31 -5.20 0.39 0.24
H 1.39 -4.79 -1.31 0.24
H 0.14 -5.92 -0.74 0.22



52
Properties=species:S:1:pos:R:3:nbo_charge:R:1 method="wB97M-V/def2-TZVPD" e_above_lowest_ev=1.441 lumo_energy_ev=0.40
O 2.08 -3.04 -0.14 -0.61
C 2.78 -2.14 -0.57 0.60
N 3.69 -2.24 -1.55 -0.60
C 3.74 -3.35 -2.46 -0.22
C 2.88 -3.08 -3.70 -0.43
C 1.48 -2.76 -3.25 -0.02
C 1.12 -1.44 -2.98 -0.26
C -0.12 -1.16 -2.43 -0.15
C -1.02 -2.18 -2.16 -0.24
C -0.67 -3.48 -2.45 -0.18
C 0.57 -3.77 -2.99 -0.21
C 2.72 -0.73 0.02 0.59
O 3.46 0.16 -0.37 -0.65
N 1.80 -0.62 0.98 -0.59
C 1.51 0.61 1.66 -0.23
C 0.89 1.67 0.74 0.23
O 0.64 2.82 1.51 -0.54
C 0.27 3.92 0.69 -0.07
C -1.00 3.60 -0.11 -0.45
C -0.80 2.27 -0.84 -0.24
N -0.30 1.23 0.05 -0.69
S -1.50 0.36 0.82 2.35
O -0.91 -0.76 1.48 -0.94
O -2.51 0.11 -0.16 -0.94
C -2.26 1.39 2.05 -0.58
C -1.77 1.89 3.22 -0.19
C -2.73 2.66 3.91 -0.26
C -3.91 2.72 3.25 -0.40
S -3.89 1.84 1.77 0.52
H 4.14 -1.36 -1.81 0.42
H 4.78 -3.54 -2.74 0.20
H 3.35 -4.21 -1.92 0.23
H 2.89 -3.97 -4.34 0.22
H 3.30 -2.24 -4.26 0.21
H 1.81 -0.64 -3.18 0.21
H -0.39 -0.14 -2.20 0.20
H -1.97 -1.94 -1.71 0.23
H -1.36 -4.29 -2.24 0.21
H 0.84 -4.80 -3.20 0.21
H 1.14 -1.38 1.09 0.46
H 0.85 0.40 2.50 0.23
H 2.45 1.05 2.03 0.23
H 1.62 1.90 -0.05 0.20
H 0.11 4.75 1.37 0.20
H 1.09 4.16 0.01 0.17
H -1.19 4.39 -0.83 0.22
H -1.85 3.52 0.57 0.21
H -1.73 1.90 -1.27 0.25
H -0.06 2.39 -1.65 0.21
H -0.76 1.72 3.56 0.24
H -2.53 3.14 4.85 0.23
H -4.81 3.23 3.55 0.24



Electronic energy (eV)
-40029.388; -28641.725; -30689.151; -52340.643; -45620.278; -56455.158
Max |F| (hartree/bohr)
0.0214; 0.0134; 0.0099; 0.3742; 0.0166; 0.0194